Record 1
{"formula": "C34H46AlNO2SeSi2", "method": "ωB97M-V with the def2-TZVPD basis set", "symbols": ["Al", "C", "C", "C", "C", "C", "C", "C", "C", "C", "C", "H", "H", "H", "H", "H", "H", "H", "H", "H", "H", "H", "H", "H", "H", "H", "C", "N", "C", "C", "O", "H", "H", "H", "H", "H", "H", "H", "O", "Si", "C", "C", "C", "C", "C", "C", "C", "C", "C", "C", "C", "C", "C", "C", "C", "C", "C", "C", "H", "H", "H", "H", "H", "H", "H", "H", "H", "H", "H", "H", "H", "H", "H", "C", "Si", "C", "C", "Se", "H", "H", "H", "H", "H", "H", "H", "H", "H"], "positions_angstrom": [[-1.056, -0.290, -1.074], [-3.722, -0.841, -2.486], [-2.656, -1.666, -2.832], [-1.487, -0.871, -3.005], [-1.910, 0.535, -2.798], [-3.277, 0.499, -2.475], [-4.131, 1.671, -2.108], [-1.134, 1.703, -3.355], [-0.313, -1.233, -3.886], [-2.673, -3.160, -2.942], [-5.106, -1.260, -2.096], [-4.624, 1.518, -1.144], [-4.920, 1.820, -2.849], [-3.551, 2.591, -2.050], [-0.061, 1.605, -3.190], [-1.443, 2.648, -2.905], [-1.296, 1.780, -4.433], [0.602, -0.710, -3.602], [-0.525, -0.976, -4.928], [-0.105, -2.302, -3.843], [-1.760, -3.597, -2.535], [-2.745, -3.475, -3.987], [-3.515, -3.599, -2.408], [-5.310, -1.041, -1.044], [-5.263, -2.327, -2.249], [-5.857, -0.731, -2.686], [-2.637, 0.500, 2.501], [-3.234, -0.757, 2.117], [-3.865, -1.518, 3.170], [-2.594, -1.520, 1.155], [-2.125, -0.853, 0.107], [-3.386, 1.107, 3.008], [-2.303, 1.035, 1.618], [-1.778, 0.367, 3.172], [-4.352, -0.836, 3.865], [-3.140, -2.132, 3.713], [-4.623, -2.182, 2.751], [-3.207, -2.379, 0.878], [0.456, 0.367, -0.759], [1.928, 0.994, -0.464], [1.776, 2.235, 0.925], [0.530, 2.564, 1.457], [0.404, 3.492, 2.483], [1.535, 4.107, 2.998], [2.786, 3.797, 2.481], [2.901, 2.873, 1.454], [3.112, -0.389, -0.082], [2.651, -1.661, 0.265], [3.541, -2.693, 0.530], [4.908, -2.467, 0.462], [5.386, -1.209, 0.120], [4.493, -0.183, -0.156], [2.516, 1.881, -2.000], [2.305, 3.252, -2.167], [2.618, 3.885, -3.363], [3.151, 3.152, -4.415], [3.377, 1.790, -4.266], [3.065, 1.164, -3.068], [-0.358, 2.084, 1.064], [-0.574, 3.733, 2.881], [1.444, 4.827, 3.801], [3.670, 4.276, 2.881], [3.886, 2.645, 1.061], [1.585, -1.853, 0.330], [3.165, -3.676, 0.789], [5.601, -3.273, 0.668], [6.452, -1.032, 0.056], [4.880, 0.788, -0.446], [1.888, 3.833, -1.352], [2.448, 4.948, -3.476], [3.393, 3.643, -5.349], [3.800, 1.219, -5.083], [3.250, 0.101, -2.960], [1.464, -3.477, 3.953], [0.234, -2.090, 3.727], [1.139, -0.475, 3.530], [-0.835, -1.978, 5.256], [-0.912, -2.752, 1.864], [1.872, -3.475, 4.967], [2.295, -3.370, 3.252], [0.992, -4.443, 3.774], [1.800, -0.314, 4.386], [0.453, 0.371, 3.476], [1.749, -0.470, 2.626], [-0.195, -1.937, 6.142], [-1.486, -2.849, 5.348], [-1.455, -1.081, 5.257]], "homo_energy_ev": -7.927, "total_charge": 0}

Record 2
{"formula": "C3H3NO", "method": "ωB97M-V with the def2-TZVPD basis set", "symbols": ["C", "C", "O", "H", "H", "C", "N", "H"], "positions_angstrom": [[0.329, 1.461, 0.023], [0.844, 0.496, 0.743], [1.290, -0.388, 1.368], [-0.087, 1.208, -0.945], [0.293, 2.472, 0.407], [-0.884, -1.771, -0.513], [-1.333, -1.212, -1.417], [-0.452, -2.267, 0.333]], "homo_energy_ev": -9.478, "smiles": "C=C=O.C#N", "total_charge": 0}

Record 3
{"formula": "C4H9NO", "method": "ωB97M-V with the def2-TZVPD basis set", "symbols": ["C", "N", "C", "C", "C", "H", "H", "H", "H", "H", "H", "H", "O", "H", "H"], "positions_angstrom": [[-1.289, -0.394, -1.377], [-0.378, 0.228, -0.771], [-0.276, 0.120, 0.650], [-0.253, 1.219, 1.404], [-0.078, -1.265, 1.202], [-1.307, -0.421, -2.467], [-2.118, -0.909, -0.894], [-0.534, 2.186, 1.011], [-0.089, 1.104, 2.466], [0.867, -1.679, 0.863], [-0.064, -1.182, 2.288], [-0.910, -1.928, 0.990], [2.269, 0.673, -2.013], [1.494, 0.704, -1.424], [2.666, 1.543, -1.928]], "homo_energy_ev": -9.186, "smiles": "C=NC(=C)C.O", "total_charge": 0}